#A
ORCA calculation (ωB97M-V/def2-TZVPD) on a cluster of 2 separate species, C6H14 in total.

The geometry in XYZ format:
```
20
C6H14 | the Open Molecules 2025 dataset | ωB97M-V/def2-TZVPD
C 1.2236 2.0234 -0.0974
C 0.4084 1.8899 -1.1284
C 0.6047 0.8482 -2.1946
H 1.1316 2.8314 0.6166
H 2.0307 1.3243 0.0858
H -0.3736 2.6143 -1.3358
H 0.6693 1.3020 -3.1862
H 1.5405 0.3107 -2.0264
H -0.1809 0.0886 -2.2026
C -1.7344 -0.6284 0.7317
C -0.5406 -1.5508 0.4992
C 0.3653 -1.5643 1.7192
H -2.1227 -0.8266 1.7383
H -2.5391 -0.6852 -0.0083
H -1.4467 0.4216 0.7609
H 0.0443 -1.1822 -0.3526
H -0.9094 -2.5483 0.2514
H 1.2433 -2.2013 1.6093
H 0.7662 -0.5666 1.9133
H -0.1804 -1.9007 2.6066
```

As for the SMILES: C=CC.CCC. As for the highest occupied orbital energy: -9.74 eV. For the LUMO energy, the calculation gives 1.21 eV.

---

#B
ORCA calculation (ωB97M-V/def2-TZVPD) on a cluster of 2 separate species, C6H14 in total.

The geometry in XYZ format:
```
20
C6H14 | the Open Molecules 2025 dataset | ωB97M-V/def2-TZVPD
C 2.8355 0.2802 0.3189
C 1.6269 -0.2794 0.2773
C 0.3316 0.4884 0.4051
C -0.9880 -0.3042 0.3358
C -2.0966 0.5308 0.9844
C -1.4179 -0.7262 -1.0745
H 2.9588 1.3627 0.3470
H 3.7380 -0.3181 0.2387
H 1.5366 -1.3581 0.1261
H 0.2855 1.3392 -0.2938
H 0.4021 0.9250 1.4061
H -0.8554 -1.2174 0.9351
H -3.0461 -0.0154 1.0148
H -1.8286 0.8105 2.0096
H -2.2653 1.4574 0.4198
H -2.3833 -1.2484 -1.0337
H -1.5456 0.1475 -1.7276
H -0.6982 -1.3999 -1.5526
H 1.9444 -0.0808 -1.5626
H 1.3419 -0.3363 -1.9426
```

As for the SMILES: C=CCC(C)C.[H][H]. As for the highest occupied orbital energy: -9.08 eV. For the LUMO energy, the calculation gives 1.24 eV.

---

It comes down to #A, which is 136.7 kJ/mol more stable than the next structure.

---

#A
ORCA calculation (ωB97M-V/def2-TZVPD) on an isolated molecule of C6H14.

The geometry in XYZ format:
```
20
C6H14 | the Open Molecules 2025 dataset | ωB97M-V/def2-TZVPD
C 2.5932 -0.0951 -0.2279
C 1.2039 -0.6692 -0.4887
C 0.0222 -0.0004 0.2351
C -0.0489 1.5174 0.0169
C -1.2733 -0.7003 -0.2012
C -2.5062 -0.3460 0.6262
H 2.8635 -0.1358 0.8349
H 3.3351 -0.6819 -0.7791
H 2.6868 0.9449 -0.5567
H 0.9976 -0.6477 -1.5688
H 1.2304 -1.7375 -0.2195
H 0.1487 -0.1699 1.3177
H -0.8706 1.9719 0.5839
H 0.8690 2.0170 0.3441
H -0.2111 1.7677 -1.0405
H -1.1042 -1.7840 -0.1460
H -1.4579 -0.4744 -1.2626
H -2.7758 0.7116 0.5302
H -3.3745 -0.9366 0.3136
H -2.3277 -0.5516 1.6884
```

As for the SMILES: CCC(C)CC. As for the highest occupied orbital energy: -10.93 eV. For the LUMO energy, the calculation gives 1.22 eV.

---

#B
ORCA calculation (ωB97M-V/def2-TZVPD) on a cluster of 2 separate species, C6H14 in total.

The geometry in XYZ format:
```
20
C6H14 | the Open Molecules 2025 dataset | ωB97M-V/def2-TZVPD
C -1.2278 0.1332 1.6695
C -0.3018 1.0823 1.4667
C 0.6692 1.5073 2.5217
H -1.8900 -0.1477 0.8572
H -1.1559 -0.4550 2.5814
H -0.2761 1.5707 0.4983
H 0.2944 2.3072 3.1710
H 0.9873 0.6530 3.1411
H 1.6062 1.8107 2.0353
C 0.9259 0.1409 -2.2224
C -0.1069 -0.6043 -1.3091
C -0.2093 -2.1095 -1.7371
H 1.8501 -0.3816 -2.4456
H 1.2079 1.0611 -1.6793
H 0.4245 0.4957 -3.1235
H -0.9650 0.0026 -1.5731
H 0.1809 -0.4974 -0.2796
H -0.4402 -2.6731 -0.8288
H -1.0005 -2.1787 -2.4763
H 0.7968 -2.4200 -2.0258
```

As for the SMILES: C=CC.CCC. As for the highest occupied orbital energy: -9.48 eV. For the LUMO energy, the calculation gives 1.12 eV.

---

It comes down to #A, which is 161.9 kJ/mol more stable than the next structure.

---

#A
ORCA calculation (ωB97M-V/def2-TZVPD) on an isolated molecule of C6H14.

The geometry in XYZ format:
```
20
C6H14 | the Open Molecules 2025 dataset | ωB97M-V/def2-TZVPD
C 3.1994 0.1671 0.3727
C 1.8895 -0.4025 -0.1705
C 0.6417 0.3624 0.2662
C -0.6407 -0.2793 -0.2619
C -1.9199 0.4289 0.1795
C -3.1815 -0.2267 -0.3782
H 3.4928 1.0826 -0.1534
H 3.1180 0.4127 1.4388
H 4.0091 -0.5606 0.2584
H 1.9339 -0.4271 -1.2681
H 1.7880 -1.4467 0.1515
H 0.7057 1.4065 -0.0740
H 0.6085 0.3979 1.3655
H -0.6764 -1.3283 0.0690
H -0.6019 -0.3094 -1.3610
H -1.9655 0.4405 1.2773
H -1.8805 1.4800 -0.1377
H -3.1742 -0.2244 -1.4748
H -4.0851 0.2970 -0.0482
H -3.2609 -1.2705 -0.0510
```

As for the SMILES: CCCCCC. As for the highest occupied orbital energy: -10.97 eV. For the LUMO energy, the calculation gives 1.28 eV.

---

#B
ORCA calculation (ωB97M-V/def2-TZVPD) on a cluster of 2 separate species, C6H14 in total.

The geometry in XYZ format:
```
20
C6H14 | the Open Molecules 2025 dataset | ωB97M-V/def2-TZVPD
C 3.1804 -2.7317 -3.1724
C 2.7440 -2.7415 -4.4507
C 2.9035 -1.5588 -5.2753
H 3.4646 -3.5274 -2.4217
H 3.5187 -1.8811 -2.6801
H 2.4702 -3.5459 -5.1234
H 3.1000 -0.7735 -4.5514
H 3.7664 -1.4190 -5.9975
H 2.1209 -1.3215 -5.9290
C -2.2848 2.0525 2.3129
C -3.0437 1.9242 3.6907
C -2.1484 1.3240 4.7718
H -2.2747 3.0388 1.7797
H -2.6995 1.2221 1.7141
H -1.2600 2.0356 2.3783
H -4.0949 1.4317 3.4911
H -3.3705 2.8293 4.0221
H -1.7005 2.2361 5.3565
H -2.9547 0.7997 5.4421
H -1.4371 0.6064 4.6421
```

As for the SMILES: C=CC.CCC. As for the highest occupied orbital energy: -9.46 eV. For the LUMO energy, the calculation gives 1.22 eV.

---

It comes down to #A, which is 321.0 kJ/mol more stable than the next structure.